(1)
Here is one molecule with the formula C2H3N3O from the OMol25 dataset. Energies are from wB97M-V/def2-TZVPD.

Last column: Mulliken charge in e.
Element x y z (Å)
O  -0.600698  -0.676810  1.108989  -0.209
N  -0.310927  1.167503  0.139501  -0.479
N  0.340985  -0.877255  0.309678  -0.001
N  1.071231  0.567335  -1.730854  -0.595
C  0.438473  0.309218  -0.645299  0.423
C  -1.151246  0.493661  0.918855  0.172
H  0.545909  -1.759265  0.365967  0.158
H  1.606235  -0.220226  -2.026860  0.224
H  -1.939962  0.995838  1.560023  0.307

Cartesian forces, eV/Å:
O -6.83 -1.30 5.37
N -3.42 1.33 -1.15
N 3.48 6.03 -5.31
N -1.13 -0.17 1.97
C 0.55 -0.96 1.85
C 3.75 3.32 -0.90
H 2.06 -6.10 -0.70
H 0.43 -0.70 -0.38
H 1.12 -1.45 -0.75

SMILES string: [H]/N=c1/nco[nH]1
HOMO energy: -0.32258 Eh
orbital gap: 9.405 eV
relative energy (zero: lowest compared OMol25 entry of this formula, charge and spin): 98.5 kcal per mole
max |F|: 8.78 eV Å⁻¹

---

(2)
Here is one molecule with the formula C2H3N3O from the OMol25 dataset. Energies are from wB97M-V/def2-TZVPD.

Last column: Mulliken charge in e.
Element x y z (Å)
O  -0.375013  0.660727  -2.081165  -0.491
N  -0.410136  0.248283  1.180007  0.266
N  -0.978481  0.887963  0.177813  -0.739
N  0.863720  -0.383303  -0.452706  -0.592
C  -0.204522  0.366345  -0.841663  0.643
C  0.578397  -0.573016  0.810727  0.007
H  0.953470  -1.283725  1.671298  0.262
H  0.308232  -0.009901  -2.563425  0.412
H  -0.735669  0.086627  2.099114  0.231

Cartesian forces, eV/Å:
O 1.91 -1.79 -3.91
N 1.42 -2.05 1.43
N 0.77 -0.90 -3.10
N -1.06 -1.20 -0.42
C -0.05 1.57 3.46
C 0.71 -0.49 2.88
H -0.11 1.51 -2.38
H -2.34 2.49 1.35
H -1.25 0.85 0.71

SMILES string: Oc1nc[nH]n1
HOMO energy: -0.32946 Eh
orbital gap: 9.789 eV
relative energy (zero: lowest compared OMol25 entry of this formula, charge and spin): 31.7 kcal per mole
max |F|: 4.71 eV Å⁻¹

---

What did the second record say?
Here is one molecule with the formula C2H3N3O from the OMol25 dataset. Energies are from wB97M-V/def2-TZVPD.

Last column: Mulliken charge in e.
Element x y z (Å)
O  -0.375013  0.660727  -2.081165  -0.491
N  -0.410136  0.248283  1.180007  0.266
N  -0.978481  0.887963  0.177813  -0.739
N  0.863720  -0.383303  -0.452706  -0.592
C  -0.204522  0.366345  -0.841663  0.643
C  0.578397  -0.573016  0.810727  0.007
H  0.953470  -1.283725  1.671298  0.262
H  0.308232  -0.009901  -2.563425  0.412
H  -0.735669  0.086627  2.099114  0.231

Cartesian forces, eV/Å:
O 1.91 -1.79 -3.91
N 1.42 -2.05 1.43
N 0.77 -0.90 -3.10
N -1.06 -1.20 -0.42
C -0.05 1.57 3.46
C 0.71 -0.49 2.88
H -0.11 1.51 -2.38
H -2.34 2.49 1.35
H -1.25 0.85 0.71

SMILES string: Oc1nc[nH]n1
HOMO energy: -0.32946 Eh
orbital gap: 9.789 eV
relative energy (zero: lowest compared OMol25 entry of this formula, charge and spin): 31.7 kcal per mole
max |F|: 4.71 eV Å⁻¹

---

What did the first record say?
Here is one molecule with the formula C2H3N3O from the OMol25 dataset. Energies are from wB97M-V/def2-TZVPD.

Last column: Mulliken charge in e.
Element x y z (Å)
O  -0.600698  -0.676810  1.108989  -0.209
N  -0.310927  1.167503  0.139501  -0.479
N  0.340985  -0.877255  0.309678  -0.001
N  1.071231  0.567335  -1.730854  -0.595
C  0.438473  0.309218  -0.645299  0.423
C  -1.151246  0.493661  0.918855  0.172
H  0.545909  -1.759265  0.365967  0.158
H  1.606235  -0.220226  -2.026860  0.224
H  -1.939962  0.995838  1.560023  0.307

Cartesian forces, eV/Å:
O -6.83 -1.30 5.37
N -3.42 1.33 -1.15
N 3.48 6.03 -5.31
N -1.13 -0.17 1.97
C 0.55 -0.96 1.85
C 3.75 3.32 -0.90
H 2.06 -6.10 -0.70
H 0.43 -0.70 -0.38
H 1.12 -1.45 -0.75

SMILES string: [H]/N=c1/nco[nH]1
HOMO energy: -0.32258 Eh
orbital gap: 9.405 eV
relative energy (zero: lowest compared OMol25 entry of this formula, charge and spin): 98.5 kcal per mole
max |F|: 8.78 eV Å⁻¹

---

Copy entry 2 word for word.
Here is one molecule with the formula C2H3N3O from the OMol25 dataset. Energies are from wB97M-V/def2-TZVPD.

Last column: Mulliken charge in e.
Element x y z (Å)
O  -0.375013  0.660727  -2.081165  -0.491
N  -0.410136  0.248283  1.180007  0.266
N  -0.978481  0.887963  0.177813  -0.739
N  0.863720  -0.383303  -0.452706  -0.592
C  -0.204522  0.366345  -0.841663  0.643
C  0.578397  -0.573016  0.810727  0.007
H  0.953470  -1.283725  1.671298  0.262
H  0.308232  -0.009901  -2.563425  0.412
H  -0.735669  0.086627  2.099114  0.231

Cartesian forces, eV/Å:
O 1.91 -1.79 -3.91
N 1.42 -2.05 1.43
N 0.77 -0.90 -3.10
N -1.06 -1.20 -0.42
C -0.05 1.57 3.46
C 0.71 -0.49 2.88
H -0.11 1.51 -2.38
H -2.34 2.49 1.35
H -1.25 0.85 0.71

SMILES string: Oc1nc[nH]n1
HOMO energy: -0.32946 Eh
orbital gap: 9.789 eV
relative energy (zero: lowest compared OMol25 entry of this formula, charge and spin): 31.7 kcal per mole
max |F|: 4.71 eV Å⁻¹